Entry a
Computed, not measured: a 4-piece molecular cluster, C5H18N2O3 overall, with the ωB97M-V functional and the def2-TZVPD basis.

Element x y z (Å)
C -1.929 1.148 1.711
C -1.663 1.072 0.407
N -2.390 1.815 -0.530
C -0.597 0.240 -0.256
C 0.149 0.948 -1.433
C 1.443 1.619 -0.885
N 0.467 -0.126 -2.379
H -2.808 1.691 2.073
H -1.413 0.788 2.587
H -3.097 2.375 -0.093
H -2.378 1.564 -1.502
H -1.091 -0.573 -0.813
H 0.165 -0.141 0.405
H -0.287 1.763 -2.006
H 1.517 2.549 -1.432
H 1.122 2.034 0.095
H 2.267 0.929 -0.705
H 0.839 -0.993 -2.026
H 0.897 0.173 -3.238
O -0.478 -3.354 -0.844
H -1.159 -3.389 -0.139
H 0.149 -4.002 -0.474
O 1.237 -0.753 3.087
H 0.939 -1.547 3.554
H 0.350 -0.395 2.949
O 2.585 -1.417 0.692
H 2.287 -2.102 1.278
H 2.878 -1.915 -0.080

Summary:
* E_HOMO: -8.00 eV
* structure (SMILES): C=C(N)C[C@@H](C)N.O.O.O
* orbital gap: 8.24 eV

---

Entry b
Computed, not measured: a 4-piece molecular cluster, C5H18N2O3 overall, with the ωB97M-V functional and the def2-TZVPD basis.

Element x y z (Å)
C -2.423 -0.527 -0.576
C -1.520 -1.008 0.323
C -0.170 -1.634 0.017
C 0.743 -0.756 -0.761
N 1.894 -1.450 -1.331
N -1.927 -0.975 1.653
C -0.862 -0.538 2.543
H -2.310 -0.591 -1.663
H -3.445 -0.326 -0.339
H -0.501 -2.478 -0.586
H 0.313 -2.065 0.864
H 0.233 -0.345 -1.609
H 1.120 0.008 -0.143
H 2.570 -1.652 -0.678
H 1.977 -2.040 -2.025
H -2.891 -0.609 1.814
H -0.388 -1.432 3.011
H -1.035 0.224 3.352
H 0.013 0.046 2.099
O 3.194 1.823 -1.201
H 3.312 1.035 -1.590
H 3.588 1.818 -0.271
O -1.141 1.885 -1.334
H -1.826 1.930 -1.980
H -1.783 1.715 -0.638
O 1.283 2.932 0.617
H 0.516 2.453 0.701
H 1.466 2.557 -0.270

Summary:
* E_HOMO: -8.13 eV
* structure (SMILES): C=C(CCN)NC.O.O.O
* orbital gap: 8.82 eV

---

Taking the most stable structure as the zero point, the relative energies in hartree are entry a 0.0000; entry b 0.0399.

---

Entry a
Computed, not measured: a 7-piece molecular cluster, C5H23NO7 overall, with the ωB97M-V functional and the def2-TZVPD basis.

Element x y z (Å)
C 0.499 -3.263 0.000
C -0.274 -2.110 -0.678
C -0.023 -0.851 0.060
O 0.711 0.057 -0.328
N -0.767 -0.689 1.246
C -1.513 -1.786 1.861
C -1.202 0.702 1.482
H 1.548 -3.067 0.249
H 0.624 -4.026 -0.777
H 0.016 -3.839 0.789
H 0.157 -2.021 -1.666
H -1.324 -2.352 -0.755
H -1.773 -1.322 2.807
H -0.863 -2.584 2.211
H -2.389 -2.174 1.321
H -1.931 0.806 2.279
H -1.553 1.113 0.564
H -0.267 1.183 1.764
O 2.661 2.343 0.714
H 2.092 1.660 0.370
H 2.372 3.198 0.403
O -2.574 0.115 -2.071
H -2.622 -0.035 -3.022
H -2.730 1.095 -2.046
O 2.397 0.659 -2.614
H 3.015 -0.019 -2.300
H 1.666 0.216 -2.142
O -2.311 2.632 -1.428
H -1.490 2.532 -0.908
H -2.140 3.380 -2.009
O 0.470 2.635 -0.917
H 0.621 2.301 -1.804
H 0.527 1.806 -0.374
O 3.052 0.284 2.524
H 3.201 1.239 2.495
H 2.117 0.184 2.702

Summary:
* E_HOMO: -9.81 eV
* structure (SMILES): CCC(=O)N(C)C.O.O.O.O.O.O
* orbital gap: 10.31 eV

---

Entry b
Computed, not measured: a 7-piece molecular cluster, C5H23NO7 overall, with the ωB97M-V functional and the def2-TZVPD basis.

Element x y z (Å)
C -3.303 -1.631 2.339
C -3.528 -0.237 1.716
C -2.332 0.732 1.826
N -0.989 0.140 1.542
C -0.575 0.751 0.263
C 0.867 0.435 -0.053
O 1.351 0.884 -1.073
H -4.174 -1.915 2.938
H -2.392 -1.635 2.920
H -3.173 -2.236 1.431
H -4.426 0.232 2.137
H -3.818 -0.307 0.658
H -2.287 1.120 2.871
H -2.545 1.569 1.166
H -0.375 0.534 2.242
H -0.727 1.843 0.169
H -1.134 0.334 -0.623
H 1.643 0.132 0.698
O -1.058 -2.520 -0.123
H -0.617 -3.005 0.576
H -1.339 -1.672 0.240
O 0.205 0.322 -4.553
H -0.604 0.815 -4.349
H -0.273 -0.508 -4.709
O 3.830 0.022 -1.306
H 4.202 0.547 -2.031
H 2.991 -0.211 -1.734
O 3.682 0.050 2.072
H 4.142 0.546 2.768
H 3.788 0.684 1.348
O -0.391 -2.088 -3.292
H -0.827 -2.859 -2.911
H 0.470 -2.422 -3.576
O 0.923 3.350 1.580
H 1.568 3.187 0.889
H 1.230 3.935 2.286

Summary:
* E_HOMO: -9.49 eV
* structure (SMILES): CCCNCC=O.O.O.O.O.O.O
* orbital gap: 9.89 eV

---

Entry c
Computed, not measured: a 7-piece molecular cluster, C5H23NO7 overall, with the ωB97M-V functional and the def2-TZVPD basis.

Element x y z (Å)
C 1.187 0.034 3.699
C 0.795 0.222 2.222
C 0.191 1.629 2.173
C -0.316 -0.794 1.826
N 0.389 -2.097 1.697
C -0.178 -3.171 1.058
O -1.353 -3.236 0.810
H 0.423 -0.573 4.275
H 2.208 -0.418 3.602
H 1.393 0.932 4.288
H 1.514 -0.097 1.536
H 1.072 2.323 2.041
H -0.371 1.724 3.112
H -0.305 1.978 1.276
H -0.693 -0.434 0.820
H -1.109 -0.822 2.617
H 1.409 -2.042 1.634
H 0.439 -4.041 0.816
O 0.969 -0.523 -2.149
H 0.425 -0.951 -1.480
H 1.077 -1.083 -2.898
O -2.034 3.736 -0.566
H -1.787 2.988 -1.314
H -1.182 4.110 -0.921
O -1.621 -1.456 -1.348
H -1.966 -1.752 -2.199
H -2.171 -1.943 -0.693
O -0.482 0.015 -3.998
H 0.152 0.811 -3.740
H -1.096 -0.174 -3.309
O 1.962 1.438 -0.718
H 1.910 0.451 -0.642
H 2.819 1.538 -1.136
O 0.296 2.487 -2.246
H 0.290 1.741 -1.661
H 0.795 3.272 -2.149

Summary:
* E_HOMO: -10.22 eV
* structure (SMILES): CC(C)CNC=O.O.O.O.O.O.O
* orbital gap: 10.42 eV

---

Taking the most stable structure as the zero point, the relative energies in hartree are entry a 0.0000; entry b 0.0564; entry c 0.0744.

---

Entry a
Computed, not measured: one molecule with the formula C4H5BrClNS, with the ωB97M-V functional and the def2-TZVPD basis.

Element x y z (Å)
C 1.465 0.168 -0.904
N 1.005 0.343 0.462
C 0.324 -0.731 0.986
C -1.421 -0.445 0.292
Br -2.682 -1.661 -0.050
C -1.450 0.870 0.075
Cl -2.777 1.760 -0.696
S 0.006 1.748 0.508
H 0.527 -0.159 -1.391
H 2.045 0.988 -1.121
H 2.155 -0.612 -0.811
H 0.316 -0.579 2.130
H 0.487 -1.691 0.519

Summary:
* E_HOMO: -8.41 eV
* structure (SMILES): CN1CC(Br)=C(Cl)S1
* orbital gap: 9.06 eV

---

Entry b
Computed, not measured: one molecule with the formula C4H5BrClNS, with the ωB97M-V functional and the def2-TZVPD basis.

Element x y z (Å)
C -0.397 -0.234 -1.773
C -0.708 -1.413 -0.908
C -0.585 0.454 0.909
C 0.441 -0.210 -2.818
N -0.166 1.107 1.915
S 0.051 -1.153 0.768
Cl -2.398 -1.754 -0.860
Br 1.021 1.449 -3.438
H -0.646 0.826 -1.392
H -0.093 -2.273 -1.411
H 0.786 -1.189 -3.244
H -0.655 1.951 2.025
H 0.677 0.973 2.429

Summary:
* E_HOMO: -8.44 eV
* orbital gap: 8.90 eV

---

Taking the most stable structure as the zero point, the relative energies in hartree are entry a 0.0026; entry b 0.0000.

---

Entry a
Computed, not measured: a 2-piece molecular cluster, C4H14N2O overall, with the ωB97M-V functional and the def2-TZVPD basis.

Element x y z (Å)
C 2.097 0.164 0.457
C 1.613 -0.574 -0.817
C 0.151 -1.019 -0.899
C -1.614 0.778 -0.949
N -0.778 0.089 -0.149
N 1.236 1.305 0.814
H 2.134 -0.532 1.297
H 3.136 0.426 0.239
H 1.693 0.151 -1.645
H 2.307 -1.299 -1.254
H -0.222 -0.882 -1.912
H -0.293 -1.897 -0.460
H -1.420 0.749 -2.026
H -2.383 1.403 -0.488
H -1.637 -0.393 0.440
H 1.567 2.142 0.366
H 1.324 1.449 1.807
H -0.045 0.821 0.413
H -3.243 -0.276 1.929
H -2.984 -1.758 1.391
O -2.639 -0.848 1.448

Summary:
* E_HOMO: -19.66 eV
* orbital gap: 8.41 eV
* charge: +2

---

Entry b
Computed, not measured: a 2-piece molecular cluster, C4H14N2O overall, with the ωB97M-V functional and the def2-TZVPD basis.

Element x y z (Å)
C -1.314 0.499 0.511
C 0.259 0.598 0.325
C 0.961 -0.652 0.377
C 1.028 -1.268 1.525
N 1.675 -2.580 1.501
N -2.060 0.883 -0.877
H -1.686 -0.451 0.853
H -1.736 1.103 1.350
H 0.427 1.240 -0.625
H 0.543 1.524 0.981
H 1.540 -0.935 -0.536
H 0.571 -0.872 2.425
H 2.636 -2.403 1.914
H 1.228 -3.441 1.988
H 1.670 -2.974 0.486
H -1.408 0.913 -1.569
H -2.568 0.088 -1.073
H -2.697 1.748 -0.909
H -0.345 2.473 -3.216
H 1.034 2.481 -2.863
O 0.240 2.025 -2.569

Summary:
* E_HOMO: -18.44 eV
* orbital gap: 11.56 eV
* charge: +2

---

Entry c
Computed, not measured: a 2-piece molecular cluster, C4H14N2O overall, with the ωB97M-V functional and the def2-TZVPD basis.

Element x y z (Å)
C -1.618 -0.531 0.495
C -0.106 -0.340 0.544
C 0.622 -0.671 -0.735
C 0.526 -1.805 -1.392
N 1.445 0.403 -1.334
N -2.211 -0.595 1.870
H -2.096 0.295 -0.034
H -1.970 -1.355 -0.127
H -0.012 0.750 0.648
H 0.447 -0.646 1.428
H 1.011 -2.152 -2.299
H -0.118 -2.605 -1.038
H 0.929 1.254 -1.597
H 1.862 0.041 -2.196
H 2.157 0.845 -0.764
H -1.688 -0.115 2.603
H -3.151 -0.189 1.945
H -2.286 -1.576 2.158
H 1.050 3.534 0.456
H 2.242 2.682 0.617
O 1.377 2.668 0.175

Summary:
* E_HOMO: -18.53 eV
* orbital gap: 11.87 eV
* charge: +2

---

Taking the most stable structure as the zero point, the relative energies in hartree are entry a 0.1238; entry b 0.0468; entry c 0.0000.

---

Entry a
Computed, not measured: a 2-piece molecular cluster, C5H15N2S overall, with the ωB97M-V functional and the def2-TZVPD basis.

Element x y z (Å)
C 0.657 0.902 -1.686
C -0.041 1.339 -2.730
N 0.014 0.815 -4.005
N 0.629 1.610 -0.400
H 1.255 0.006 -1.674
H -0.661 2.223 -2.642
H -0.874 0.812 -4.490
H 0.451 -0.094 -4.070
H 1.473 2.176 -0.265
H 0.558 0.934 0.430
H -0.162 2.247 -0.317
C -2.129 -0.518 2.138
C -0.846 -1.327 2.113
S 0.628 -0.246 2.157
C 1.822 -1.332 1.329
H -2.975 -1.186 2.035
H -2.180 0.187 1.311
H -2.243 0.049 3.059
H -0.778 -1.924 1.205
H -0.778 -1.983 2.981
H 2.016 -2.188 1.969
H 1.409 -1.700 0.393
H 2.757 -0.802 1.159

Summary:
* E_HOMO: -12.61 eV
* orbital gap: 9.68 eV
* charge: +1

---

Entry b
Computed, not measured: a 2-piece molecular cluster, C5H15N2S overall, with the ωB97M-V functional and the def2-TZVPD basis.

Element x y z (Å)
C -1.171 1.320 -1.978
C -1.742 1.131 -0.545
S -2.335 -0.621 -0.243
C -3.065 -0.291 1.408
H -0.395 2.177 -2.000
H -1.984 1.494 -2.729
H -0.613 0.393 -2.328
H -2.664 1.743 -0.411
H -1.093 1.413 0.270
H -2.336 -0.345 2.217
H -3.605 0.651 1.336
H -3.839 -1.065 1.514
C 2.151 -1.011 -0.152
C 2.804 -0.460 0.901
N 4.196 -0.571 1.013
N 0.730 -0.687 -0.286
H 2.621 -1.552 -0.922
H 2.266 -0.038 1.746
H 4.535 -0.674 1.981
H 4.623 -1.197 0.331
H 0.137 -1.376 -0.741
H 0.514 0.029 -0.990
H 0.269 -0.464 0.609

Summary:
* E_HOMO: -12.51 eV
* orbital gap: 9.56 eV
* charge: +1

---

Taking the most stable structure as the zero point, the relative energies in hartree are entry a 0.0000; entry b 0.0309.